Arrangement w

This record from OMol25 describes a 12-piece molecular cluster, H24O12 overall. The level of theory is ωB97M-V/def2-TZVPD.

The SMILES is O.O.O.O.O.O.O.O.O.O.O.O. The calculation puts the lowest unoccupied orbital energy at -0.9 eV. Its HOMO-LUMO gap is 8.76 eV. Its spin multiplicity is 1. Its net charge is 0.

Last column: natural (NBO) charge in e.
CARTESIAN COORDINATES (ANGSTROEM)
O -2.2659 -1.0658 -0.6963  -0.95
H -2.8955 -1.3645 -0.0699  0.48
H -2.3212 -1.8002 -1.2981  0.50
O 1.2008 0.3439 -2.5004  -0.93
H 0.5164 0.5439 -3.1297  0.47
H 1.4987 -0.4864 -2.7827  0.48
O 2.1135 2.5969 0.1662  -0.99
H 1.7883 3.0375 -0.6831  0.48
H 1.3811 2.3869 0.7271  0.49
O -2.1449 -2.8089 1.8992  -0.92
H -3.1255 -2.7687 1.8245  0.44
H -2.0353 -1.9002 1.9233  0.46
O 1.8061 0.2313 2.4202  -0.98
H 1.2043 0.1778 1.6707  0.50
H 2.3345 -0.5767 2.5308  0.47
O -0.6863 2.1361 1.5261  -0.97
H -0.8331 2.0837 0.5540  0.48
H -1.2176 1.4444 1.8783  0.47
O 0.4704 -0.3681 0.1358  -0.98
H 0.6100 -0.0687 -0.7722  0.50
H -0.4639 -0.6349 0.1995  0.48
O 0.6450 3.1778 -2.1571  -0.93
H 1.2828 2.7607 -2.6948  0.47
H -0.0558 2.5418 -2.0297  0.47
O 1.0852 -3.4541 0.2004  -0.96
H 0.8159 -3.5779 1.0755  0.47
H 1.0332 -2.5088 0.0508  0.48
O -2.1542 -0.0347 1.9780  -0.95
H -2.4404 -0.2008 2.9042  0.51
H -2.9440 0.1683 1.4747  0.48
O 3.7351 -1.2910 -0.5627  -0.92
H 3.8873 -0.3858 -0.8126  0.48
H 3.0728 -1.6138 -1.1453  0.45
O -1.6281 1.4401 -1.0576  -0.96
H -1.4970 1.2834 -2.0241  0.46
H -1.7726 0.5556 -0.7231  0.49

=====

Arrangement x

This record from OMol25 describes a 12-piece molecular cluster, H24O12 overall. The level of theory is ωB97M-V/def2-TZVPD.

The SMILES is O.O.O.O.O.O.O.O.O.O.O.O. The calculation puts the lowest unoccupied orbital energy at 0.1 eV. Its HOMO-LUMO gap is 10.47 eV. Its spin multiplicity is 1. Its net charge is 0.

Last column: natural (NBO) charge in e.
CARTESIAN COORDINATES (ANGSTROEM)
O 3.8530 8.0870 31.0910  -0.96
H 4.4010 8.6450 31.4740  0.47
H 3.3210 8.4080 30.3860  0.50
O 0.9060 11.9820 27.0320  -1.05
H 0.3290 11.2760 27.3410  0.49
H 1.3960 12.6340 27.6840  0.50
O 2.4770 9.3360 28.9300  -1.03
H 1.5140 8.9350 28.9940  0.50
H 2.2860 9.5310 27.9370  0.51
O -0.1530 10.2080 28.0900  -0.94
H -0.3540 9.3520 27.8460  0.49
H -0.1410 10.1940 29.0520  0.52
O 5.4800 9.5880 27.4820  -0.98
H 6.4480 9.6500 27.6380  0.49
H 4.9100 10.0560 28.1250  0.49
O -0.9420 9.4750 30.5380  -0.99
H -0.9450 8.5370 30.5240  0.50
H -1.0230 9.7350 31.4040  0.47
O -0.5630 6.7430 30.5180  -1.01
H -0.2720 6.9070 29.5750  0.47
H 0.2160 6.9060 31.0020  0.46
O 0.5520 7.1920 28.3570  -0.97
H 0.7140 7.1900 27.3790  0.52
H 1.2280 6.5900 28.3830  0.48
O 1.1340 7.4480 31.9410  -0.93
H 1.9010 7.7840 31.5840  0.49
H 1.1830 7.7200 32.8590  0.49
O 0.6310 7.9490 25.6560  -1.02
H 1.3500 8.7060 25.6720  0.51
H 0.9750 7.3300 24.9420  0.48
O 2.1930 12.0280 30.2310  -0.96
H 2.2690 11.0980 30.0230  0.49
H 1.3630 12.1820 30.6040  0.46
O 2.6120 9.6180 25.8130  -0.99
H 2.1850 10.5470 26.0640  0.54
H 3.4930 9.6650 25.6900  0.50

=====

Arrangement y

This record from OMol25 describes a 12-piece molecular cluster, H24O12 overall. The level of theory is ωB97M-V/def2-TZVPD.

The SMILES is O.O.O.O.O.O.O.O.O.O.O.O. The calculation puts the lowest unoccupied orbital energy at 0.1 eV. Its HOMO-LUMO gap is 10.71 eV. Its spin multiplicity is 1. Its net charge is 0.

Last column: natural (NBO) charge in e.
CARTESIAN COORDINATES (ANGSTROEM)
O 2.0247 -3.6473 0.6354  -1.00
H 2.4075 -2.7619 0.5134  0.51
H 2.6167 -4.1091 1.2358  0.49
O -0.2974 1.3438 2.7008  -1.01
H -0.4302 0.7753 3.4674  0.49
H -0.3770 0.7222 1.9303  0.51
O -3.7741 -1.0352 0.9613  -0.96
H -3.4625 -0.6691 0.1122  0.49
H -4.5802 -0.5496 1.1577  0.46
O 3.4741 -1.1884 0.1042  -0.98
H 3.2052 -1.0049 -0.8114  0.49
H 3.2659 -0.3593 0.5601  0.49
O -3.5687 2.5670 -1.0037  -0.98
H -2.7595 2.4800 -0.4619  0.50
H -4.2820 2.2861 -0.4244  0.46
O 1.3947 2.0795 -1.0211  -0.99
H 1.6176 1.6549 -0.1639  0.50
H 2.2395 2.2778 -1.4366  0.47
O -0.4792 -0.4014 0.6589  -1.01
H -1.2757 -0.0737 0.2167  0.49
H -0.1933 -1.1878 0.1365  0.52
O 0.1399 -2.5252 -0.9734  -0.98
H -0.5714 -3.1038 -1.2647  0.48
H 0.7228 -3.0728 -0.4047  0.52
O -2.8431 -0.1382 -1.5081  -0.96
H -2.4254 -0.9759 -1.7478  0.47
H -2.8389 0.3846 -2.3185  0.51
O 2.7781 -0.7176 -2.6785  -0.96
H 2.1329 -0.2118 -2.1595  0.48
H 2.2908 -0.9555 -3.4737  0.48
O 2.2365 1.0740 1.4203  -0.99
H 3.0169 1.4277 1.8660  0.48
H 1.5230 1.1598 2.0775  0.52
O -1.3207 2.9871 0.6133  -0.98
H -1.0263 2.6469 1.4768  0.50
H -0.5812 2.8219 0.0074  0.49

=====

Arrangement z

This record from OMol25 describes a 12-piece molecular cluster, H24O12 overall. The level of theory is ωB97M-V/def2-TZVPD.

The SMILES is O.O.O.O.O.O.O.O.O.O.O.O. The calculation puts the lowest unoccupied orbital energy at -0.6 eV. Its HOMO-LUMO gap is 10.02 eV. Its spin multiplicity is 1. Its net charge is 0.

Last column: natural (NBO) charge in e.
CARTESIAN COORDINATES (ANGSTROEM)
O 0.6722 1.9261 1.2095  -0.97
H 0.9795 2.7101 1.7695  0.49
H -0.1208 2.2326 0.7693  0.48
O -1.8895 -1.3096 1.7891  -0.99
H -1.1970 -1.2172 1.1234  0.49
H -1.6798 -2.2605 1.9785  0.48
O 1.5135 -2.5713 2.3966  -0.96
H 2.1889 -1.9734 2.5203  0.47
H 1.3493 -2.7741 1.4222  0.49
O -1.1290 -0.6094 -1.9039  -0.91
H -1.2464 0.2986 -1.8227  0.49
H -0.7320 -0.6861 -2.8329  0.52
O 2.5730 -1.6827 -0.9082  -0.93
H 1.9273 -1.2884 -0.4969  0.46
H 2.0369 -2.2533 -1.5646  0.46
O 1.3425 1.1880 -2.4718  -0.97
H 2.0675 1.0809 -1.8853  0.49
H 0.5488 1.2178 -2.0491  0.44
O 2.6687 1.7895 -0.6528  -0.95
H 3.6398 1.8431 -0.7024  0.49
H 2.2816 2.3638 -0.0458  0.49
O 0.1678 -0.8496 -0.0099  -1.04
H 0.4772 0.0252 0.4089  0.49
H -0.2834 -0.5958 -0.8735  0.47
O -2.5546 -3.1124 -1.7242  -0.93
H -1.8780 -3.4158 -1.2948  0.45
H -2.2412 -2.3071 -2.2155  0.47
O 0.0763 0.1849 4.1345  -0.91
H -0.4301 1.0427 3.7429  0.44
H -0.0665 -0.0973 3.2564  0.47
O -1.4695 2.1461 -2.0532  -0.94
H -1.6714 1.9319 -1.1309  0.46
H -1.0760 2.8540 -1.7054  0.46
O -1.8899 1.4500 0.5757  -0.94
H -2.3635 0.6916 0.5964  0.50
H -2.5920 2.0272 0.6506  0.48

=====

Calculated relative energies: arrangement w 2.346; arrangement x 3.231; arrangement y 0.000; arrangement z 5.092, given in eV

=====

Arrangement w

This record from OMol25 describes H24O12 as an isolated structure. The level of theory is ωB97M-V/def2-TZVPD.

The calculation puts the lowest unoccupied orbital energy at -1.1 eV. Its HOMO-LUMO gap is 6.37 eV. Its spin multiplicity is 1. Its net charge is 0.

Last column: natural (NBO) charge in e.
CARTESIAN COORDINATES (ANGSTROEM)
H 0.5622 -0.0488 -0.3128  0.46
H 0.3892 1.3794 -0.8032  0.49
H 2.1591 5.6149 -1.7797  0.47
H 2.3756 4.2083 -2.3134  0.47
H -3.9442 0.5846 -0.7432  0.45
H -4.9838 -0.3348 -1.3628  0.47
H -1.8254 0.0475 -2.3061  0.46
H -0.3815 -0.4240 -2.3612  0.45
H 3.3140 -1.8791 2.3301  0.47
H 4.8292 -1.9881 2.3770  0.43
H 2.3397 -0.4124 1.6312  0.44
H 1.8946 -0.3937 3.0843  0.45
H -1.9205 0.3152 0.4528  0.44
H -1.8819 0.6899 1.9253  0.49
H 0.5563 -0.3113 1.8930  0.46
H 0.0923 -1.2164 0.7636  0.45
H 0.2557 1.5880 -3.7407  0.46
H 0.5284 1.1624 -5.1741  0.48
H -2.2681 -2.9699 -0.3068  0.41
H -2.4873 -1.5750 0.2556  0.46
H 2.5244 0.8867 -0.6217  0.48
H 3.4883 0.1402 0.2858  0.45
H -2.3467 -1.8562 2.3083  0.47
H -2.3312 -3.3491 2.0236  0.46
O 0.9474 0.8317 -0.2398  -0.92
O 2.3323 4.7113 -1.4923  -0.94
O -4.7733 0.1339 -0.5473  -0.91
O -1.2092 -0.4513 -2.8543  -0.92
O 4.0992 -1.4211 2.6502  -0.91
O 2.6838 -0.4180 2.5315  -0.87
O -2.4488 0.2864 1.2584  -0.92
O -0.2013 -0.8274 1.5952  -0.92
O 0.6088 1.9141 -4.5762  -0.94
O -2.5625 -2.5078 0.4862  -0.93
O 3.3374 0.3694 -0.6382  -0.96
O -2.9312 -2.6036 2.1385  -0.87

=====

Arrangement x

This record from OMol25 describes a 12-piece molecular cluster, H24O12 overall. The level of theory is ωB97M-V/def2-TZVPD.

The SMILES is O.O.O.O.O.O.O.O.O.O.O.O. The calculation puts the lowest unoccupied orbital energy at -0.5 eV. Its HOMO-LUMO gap is 9.33 eV. Its spin multiplicity is 1. Its net charge is 0.

Last column: natural (NBO) charge in e.
CARTESIAN COORDINATES (ANGSTROEM)
O -1.4548 7.9849 -24.0621  -0.97
H -0.8770 7.3119 -23.6901  0.49
H -2.2646 7.9600 -23.5173  0.50
O -6.1905 12.5094 -23.4964  -0.97
H -5.8819 12.4754 -22.5833  0.49
H -6.9412 13.1149 -23.4864  0.49
O -4.8391 11.7914 -28.0316  -0.94
H -5.0281 11.7298 -27.0911  0.48
H -3.8808 11.8514 -28.0804  0.46
O -3.6034 7.2861 -22.3816  -0.96
H -4.2315 7.8786 -22.8228  0.48
H -4.0486 7.0180 -21.5696  0.49
O -5.2548 9.6824 -24.7032  -0.99
H -5.4228 10.6150 -24.5263  0.51
H -4.2960 9.6028 -24.6409  0.49
O -7.7030 7.6675 -24.7825  -0.93
H -6.8798 7.9061 -24.3387  0.47
H -7.9502 6.8154 -24.4071  0.46
O -1.2163 10.5220 -24.9037  -1.00
H -0.2895 10.7464 -24.7791  0.47
H -1.3585 9.7048 -24.3631  0.51
O -6.7547 13.0922 -26.1583  -0.94
H -7.5484 13.5378 -25.8463  0.46
H -6.3612 12.6776 -25.3665  0.47
O -5.4633 7.8843 -26.9777  -0.95
H -5.6978 8.4070 -26.1955  0.49
H -4.5446 7.6287 -26.8379  0.46
O -4.2376 5.6417 -24.8945  -0.94
H -4.8840 6.3246 -25.1112  0.47
H -4.6069 5.1809 -24.1345  0.46
O -3.1424 10.5468 -22.5694  -0.95
H -3.2540 10.0521 -21.7482  0.47
H -2.5704 11.2859 -22.3329  0.48
O -3.6968 11.9726 -25.1709  -0.98
H -2.7488 11.7714 -25.0719  0.51
H -3.8964 12.5803 -24.4505  0.47

=====

Calculated relative energies: arrangement w 9.121; arrangement x 0.000, given in eV

=====

Arrangement w

This record from OMol25 describes a 2-piece molecular cluster, C3H4O3 overall. The level of theory is ωB97M-V/def2-TZVPD.

The SMILES is O=C=CO.C=O. The calculation puts the lowest unoccupied orbital energy at 0.2 eV. Its HOMO-LUMO gap is 9.41 eV. Its spin multiplicity is 1. Its net charge is 0.

Last column: natural (NBO) charge in e.
CARTESIAN COORDINATES (ANGSTROEM)
O 0.9078 2.3388 0.5377  -0.43
C 1.0012 1.2458 0.1384  0.67
C 1.1033 0.0119 -0.3318  -0.25
O 1.3555 -1.0427 0.5364  -0.69
H 0.8650 -0.1728 -1.3749  0.22
H 2.2825 -1.2956 0.4320  0.48
C -1.8740 -0.2753 0.0199  0.27
O -2.4097 0.5702 -0.6520  -0.51
H -1.6201 -0.1097 1.0877  0.11
H -1.6115 -1.2705 -0.3934  0.11

=====

Arrangement x

This record from OMol25 describes one molecule with the formula C3H4O3. The level of theory is ωB97M-V/def2-TZVPD.

The calculation puts the lowest unoccupied orbital energy at 0.1 eV. Its HOMO-LUMO gap is 9.51 eV. Its spin multiplicity is 1. Its net charge is 0.

Last column: natural (NBO) charge in e.
CARTESIAN COORDINATES (ANGSTROEM)
O 1.8956 0.6846 -0.2663  -0.71
C 1.3846 -0.4174 0.4349  -0.25
C -0.0847 -0.6624 0.5043  0.29
O -0.6719 0.3246 -0.1830  -0.58
C -2.0594 0.2425 -0.3659  0.67
O -2.6444 -0.7645 -0.5864  -0.47
H 1.1569 1.0952 -0.7344  0.48
H 1.7830 -1.3683 0.0351  0.22
H 1.7221 -0.3899 1.4836  0.22
H -2.4818 1.2557 -0.3218  0.13

=====

Arrangement y

This record from OMol25 describes C3H4O3 as an isolated structure. The level of theory is ωB97M-V/def2-TZVPD.

The calculation puts the lowest unoccupied orbital energy at 0.1 eV. Its HOMO-LUMO gap is 10.14 eV. Its spin multiplicity is 1. Its net charge is 0.

Last column: natural (NBO) charge in e.
CARTESIAN COORDINATES (ANGSTROEM)
O -1.4018 -0.6754 1.1104  -0.45
C -0.4407 -0.1455 0.3833  0.64
C -0.7818 -1.2466 -0.4457  -0.11
O 0.9676 -0.1454 0.6137  -0.53
C 0.9220 1.1632 0.0899  0.23
O -0.4982 1.1904 0.0179  -0.51
H -1.2058 -1.1211 -1.4458  0.21
H -0.2426 -2.1635 -0.2360  0.21
H 1.3702 1.2783 -0.9053  0.15
H 1.3111 1.8657 0.8176  0.16

=====

Calculated relative energies: arrangement w 0.000; arrangement x 0.631; arrangement y 1.016, given in eV

=====

Arrangement w

This record from OMol25 describes one molecule with the formula C3H4O3. The level of theory is ωB97M-V/def2-TZVPD.

The calculation puts the lowest unoccupied orbital energy at 0.3 eV. Its HOMO-LUMO gap is 8.57 eV. Its spin multiplicity is 1. Its net charge is 0.

Last column: natural (NBO) charge in e.
CARTESIAN COORDINATES (ANGSTROEM)
O 1.0165 1.4054 0.1977  -0.69
C 1.3881 0.2592 -0.1073  0.25
C 0.5343 -0.8024 -0.4507  -0.33
O -0.7762 -0.3461 -0.8721  -0.38
C -1.4715 0.2734 -0.0224  0.69
O -1.2121 0.3597 1.2330  -0.59
H 2.4577 -0.0318 -0.0601  0.13
H 0.8268 -1.6452 -1.0604  0.21
H -0.3239 -0.0527 1.3755  0.53
H -2.4155 0.6903 -0.3569  0.18

=====

Arrangement x

This record from OMol25 describes one molecule with the formula C3H4O3. The level of theory is ωB97M-V/def2-TZVPD.

The SMILES is O=C1COCO1. The calculation puts the lowest unoccupied orbital energy at 0.8 eV. Its HOMO-LUMO gap is 11.03 eV. Its spin multiplicity is 1. Its net charge is 0.

Last column: natural (NBO) charge in e.
CARTESIAN COORDINATES (ANGSTROEM)
O -0.9664 -0.2037 -2.1621  -0.55
C -0.4976 0.0537 -1.0911  0.73
C 0.7999 -0.3472 -0.5202  -0.18
O 0.9823 0.3330 0.6774  -0.49
C -0.3393 0.4468 1.1449  0.21
O -1.1700 0.5818 -0.0045  -0.50
H 1.7468 -0.4278 -1.0679  0.25
H 0.1156 -1.3334 -0.3955  0.19
H -0.4364 1.3184 1.7942  0.19
H -0.5738 -0.4893 1.6813  0.15

=====

Arrangement y

This record from OMol25 describes one molecule with the formula C3H4O3. The level of theory is ωB97M-V/def2-TZVPD.

The SMILES is O=C1COCO1. The calculation puts the lowest unoccupied orbital energy at 0.8 eV. Its HOMO-LUMO gap is 11.31 eV. Its spin multiplicity is 1. Its net charge is 0.

Last column: natural (NBO) charge in e.
CARTESIAN COORDINATES (ANGSTROEM)
O 2.0301 -1.1994 -0.3720  -0.54
C 0.9843 -0.6546 -0.1717  0.76
C 0.6740 0.7919 0.1864  -0.20
O -0.6077 0.6995 0.7742  -0.50
C -1.2336 -0.3116 0.0367  0.22
O -0.2237 -1.2637 -0.2894  -0.49
H 0.6589 1.3618 -0.7554  0.19
H 1.3788 1.2890 0.8494  0.23
H -1.6612 0.0922 -0.8936  0.15
H -1.9998 -0.8051 0.6355  0.19

=====

Calculated relative energies: arrangement w 2.233; arrangement x 0.989; arrangement y 0.000, given in eV